Record 1
C8H11BF6N4O12S2V2 as an isolated structure in a non-equilibrium geometry, computed with ωB97M-V with the def2-TZVPD basis set.

Geometry as XYZ:
```
46
Properties=species:S:1:pos:R:3:nbo_charge:R:1
O -3.975 -11.891 -1.016 -0.339
V -3.633 -12.923 0.126 1.722
O -7.431 -13.575 3.740 -0.317
V -6.047 -14.399 3.766 1.692
B -6.834 -13.907 0.504 1.352
F -5.783 -13.114 0.046 -0.514
F -7.340 -14.673 -0.452 -0.525
F -6.361 -14.672 1.600 -0.532
F -7.845 -13.085 0.989 -0.545
N -6.802 -16.338 3.917 -1.158
S -7.186 -17.513 3.012 2.425
O -8.513 -17.532 2.471 -0.850
O -6.605 -18.792 3.392 -0.852
F -6.292 -17.178 1.699 -0.512
S -7.741 -17.000 5.216 2.291
O -7.122 -17.920 6.193 -0.781
O -9.221 -16.941 5.131 -0.770
F -7.519 -15.543 5.918 -0.522
O -4.229 -10.252 3.614 -0.599
C -4.479 -11.337 2.872 1.016
O -4.033 -11.431 1.693 -0.799
O -5.109 -12.332 3.313 -0.777
H -3.821 -9.847 2.845 0.496
O -3.889 -15.164 3.631 -0.783
C -3.285 -15.300 2.391 0.977
O -3.597 -14.550 1.536 -0.787
O -2.354 -16.147 2.227 -0.678
H -3.242 -15.552 4.224 0.546
C -8.149 -10.645 2.517 -0.728
C -7.568 -10.282 3.790 0.295
N -7.099 -9.853 4.758 -0.362
H -8.530 -11.644 2.727 0.272
H -7.378 -10.594 1.747 0.249
H -9.042 -10.032 2.393 0.272
C -9.439 -12.377 -1.373 -0.726
C -10.250 -11.441 -0.578 0.303
N -10.866 -10.701 0.118 -0.353
H -9.907 -12.558 -2.341 0.247
H -9.347 -13.276 -0.763 0.278
H -8.423 -12.034 -1.564 0.250
C -5.717 -16.474 -1.974 -0.765
C -4.894 -15.321 -1.741 0.492
N -4.161 -14.457 -1.650 -0.471
H -5.305 -17.236 -2.637 0.279
H -6.626 -16.067 -2.416 0.285
H -6.201 -16.764 -1.042 0.306
```

⟨S²⟩ = 2.1601
multiplicity = 3
gap between HOMO and LUMO (alpha / beta) = 7.6 / 8.0 eV

---

Record 2
A 2-piece molecular cluster, FH2OP overall in a non-equilibrium geometry, computed with ωB97M-V with the def2-TZVPD basis set.

Geometry as XYZ:
```
5
Properties=species:S:1:pos:R:3:nbo_charge:R:1
O -0.566 0.780 0.132 -0.840
F -2.235 -0.186 -0.003 -0.276
P 0.457 -0.183 0.034 1.246
H 1.389 -0.169 1.025 -0.058
H 0.956 -0.243 -1.188 -0.072
```

gap between HOMO and LUMO (alpha / beta) = 10.3 / 7.6 eV

---

Record 3
C49H40F15GeIrN4S2 as an isolated structure in a non-equilibrium geometry, computed with ωB97M-V with the def2-TZVPD basis set.

Geometry as XYZ:
```
112
Properties=species:S:1:pos:R:3:mulliken_charge:R:1
Ir -15.838 -15.375 10.905 -0.355
S -17.170 -18.725 13.541 -0.382
C -16.677 -19.446 12.005 0.803
C -16.882 -20.761 11.662 -0.550
C -16.486 -21.204 10.378 -0.657
C -15.966 -20.276 9.436 -0.943
C -15.848 -18.944 9.766 -0.482
C -16.170 -18.497 11.067 -0.418
N -16.152 -17.243 11.676 1.278
C -16.497 -17.267 13.000 -0.285
C -16.308 -16.025 13.724 1.200
C -16.359 -15.833 15.136 -0.692
C -16.147 -14.583 15.643 -0.891
C -15.928 -13.449 14.802 -0.458
C -15.908 -13.605 13.414 -0.188
C -16.055 -14.868 12.846 -0.156
H -17.327 -21.385 12.416 0.440
H -16.597 -22.238 10.025 0.354
H -15.717 -20.678 8.442 0.414
H -15.415 -18.256 9.092 0.524
H -16.665 -16.629 15.848 0.374
H -16.034 -14.415 16.723 0.333
H -15.852 -12.443 15.208 0.433
H -15.917 -12.721 12.755 -0.286
F -16.465 -11.277 7.003 -0.214
C -17.355 -10.474 7.673 0.294
C -17.068 -10.003 8.959 -0.029
C -17.997 -9.073 9.522 0.227
F -17.619 -8.345 10.634 -0.316
C -19.241 -8.901 8.972 0.472
F -20.067 -7.925 9.476 -0.315
C -19.615 -9.525 7.782 0.318
F -20.808 -9.322 7.177 -0.307
C -18.644 -10.260 7.102 -0.021
F -18.994 -10.852 5.924 -0.343
Ge -15.551 -10.747 10.015 1.100
S -15.833 -12.966 9.833 -0.749
C -14.074 -9.781 8.940 0.149
C -14.133 -8.383 8.717 0.212
F -14.967 -7.585 9.453 -0.297
C -13.284 -7.689 7.889 0.315
F -13.388 -6.379 7.683 -0.302
C -12.449 -8.437 7.051 0.323
F -11.779 -7.887 6.054 -0.292
C -12.190 -9.787 7.400 0.041
F -11.187 -10.417 6.746 -0.318
C -13.010 -10.421 8.319 -0.363
F -12.718 -11.711 8.576 0.030
C -15.693 -10.096 11.934 0.052
C -16.773 -10.330 12.783 0.535
F -17.842 -11.067 12.378 -0.409
C -16.942 -9.736 14.065 0.119
F -17.970 -9.989 14.958 -0.345
C -15.921 -8.874 14.483 0.525
F -16.087 -8.246 15.676 -0.317
C -14.781 -8.681 13.723 -0.003
F -13.758 -7.932 14.241 -0.309
C -14.627 -9.408 12.550 0.063
F -13.391 -9.437 11.961 -0.307
C -10.723 -14.506 8.746 -0.601
C -10.945 -14.495 10.244 -0.938
N -11.542 -15.755 10.829 0.323
C -10.745 -16.989 10.779 -0.853
C -11.383 -18.011 9.812 -0.720
C -12.795 -15.882 11.363 0.608
C -12.996 -16.760 12.518 -1.050
N -13.824 -15.197 10.863 0.559
H -10.389 -13.490 8.454 0.404
H -11.681 -14.694 8.145 -0.210
H -9.967 -15.244 8.401 0.394
H -11.598 -13.674 10.604 0.542
H -10.012 -14.354 10.788 0.376
H -10.553 -17.409 11.804 0.370
H -9.779 -16.730 10.367 0.455
H -12.321 -18.459 10.193 0.175
H -10.648 -18.853 9.696 0.402
H -11.624 -17.548 8.865 0.136
H -12.054 -16.966 13.089 0.524
H -13.371 -17.694 12.152 0.184
H -13.676 -16.223 13.211 0.029
H -13.539 -14.494 10.208 -0.269
C -18.094 -13.928 4.900 -1.630
C -17.309 -14.584 6.006 0.161
C -15.926 -14.751 5.838 -0.549
C -15.177 -15.514 6.681 0.355
C -13.722 -15.665 6.313 -1.689
C -15.748 -16.010 7.844 -0.567
C -17.092 -15.638 8.264 1.177
C -17.884 -15.005 7.248 -0.222
N -17.395 -15.616 9.626 0.912
C -18.960 -15.640 10.070 1.725
C -19.632 -14.292 9.607 -1.836
C -19.526 -16.854 9.331 -1.757
C -19.242 -15.742 11.551 -1.551
H -18.572 -14.695 4.347 0.462
H -17.398 -13.455 4.193 0.359
H -18.884 -13.233 5.260 0.258
H -15.401 -14.163 5.106 0.339
H -13.171 -14.743 6.420 0.242
H -13.694 -15.963 5.259 0.504
H -13.205 -16.502 6.891 0.186
H -15.128 -16.459 8.642 -0.318
H -18.962 -14.901 7.392 0.418
H -20.031 -14.293 8.605 0.463
H -18.903 -13.511 9.655 0.429
H -20.498 -14.061 10.291 0.408
H -19.330 -16.752 8.267 0.409
H -20.624 -16.847 9.441 0.447
H -19.094 -17.705 9.763 0.424
H -18.883 -14.861 12.134 0.202
H -18.927 -16.713 11.989 0.122
H -20.366 -15.716 11.597 0.648
```

⟨S²⟩ = 6.0590
multiplicity = 5
gap between HOMO and LUMO (alpha / beta) = 4.7 / 5.9 eV

---

Record 4
C4H9N3O as an isolated structure in a non-equilibrium geometry, computed with ωB97M-V with the def2-TZVPD basis set.

Geometry as XYZ:
```
17
Properties=species:S:1:pos:R:3:nbo_charge:R:1
C -3.159 -0.409 0.059 -0.406
C 0.942 1.581 -0.383 -0.427
C 0.950 -1.002 -0.091 0.711
C 2.339 -0.834 0.419 -0.707
H -3.319 -1.062 -0.437 0.168
H -3.513 0.550 -0.226 0.185
H -3.710 -0.747 0.866 0.187
H 1.518 1.383 -1.575 0.198
H 1.743 1.942 0.501 0.205
H 0.262 2.407 -0.230 0.236
H 2.573 -1.802 0.703 0.238
H 3.082 -0.289 -0.132 0.261
H 2.370 -0.035 1.485 0.212
N -1.711 -0.687 0.101 -0.251
N -1.097 0.447 -0.144 -0.018
N 0.186 0.343 -0.113 -0.335
O 0.545 -1.786 -0.804 -0.456
```

gap between HOMO and LUMO = 9.2 eV

---

Record 5
A 3-piece molecular cluster, C13H26N2O7 overall in a non-equilibrium geometry, computed with ωB97M-V with the def2-TZVPD basis set.

Geometry as XYZ:
```
48
Properties=species:S:1:pos:R:3:nbo_charge:R:1
C -0.871 0.592 1.518 -0.624
C -1.100 -0.947 1.052 -0.429
C -1.854 -1.717 2.257 -0.223
N -3.273 -2.088 1.927 -0.635
C -4.114 -0.900 1.764 0.129
C -5.565 -1.058 1.073 -0.406
C -6.015 0.493 1.251 -0.523
C -5.062 1.108 2.412 0.711
O -4.821 2.284 2.698 -0.563
N -4.517 -0.134 3.001 -0.688
H -1.885 1.018 1.812 0.202
H -0.497 1.230 0.651 0.232
H -0.164 0.572 2.406 0.204
H -1.813 -0.926 0.160 0.200
H -0.095 -1.395 0.786 0.211
H -1.931 -0.959 3.107 0.185
H -1.224 -2.606 2.567 0.210
H -3.289 -2.701 1.105 0.372
H -3.672 -0.039 1.133 0.134
H -5.309 -1.360 0.012 0.209
H -6.327 -1.725 1.587 0.228
H -5.753 1.031 0.277 0.230
H -7.084 0.704 1.560 0.246
H -3.789 -0.010 3.713 0.387
C -0.184 4.461 -3.400 -0.257
O 0.767 3.565 -3.972 -0.495
C 0.961 2.444 -3.262 0.980
O 0.415 2.158 -2.226 -0.644
O 1.870 1.698 -3.905 -0.495
C 2.177 0.464 -3.256 -0.258
H -0.260 5.328 -4.056 0.196
H -1.167 3.990 -3.334 0.192
H 0.148 4.800 -2.416 0.193
H 1.288 -0.166 -3.185 0.189
H 2.603 0.643 -2.267 0.202
H 2.920 -0.056 -3.861 0.196
C 6.459 -2.847 -1.904 -0.257
O 6.621 -2.515 -0.527 -0.493
C 5.711 -1.649 -0.059 0.981
O 4.811 -1.156 -0.692 -0.645
O 5.977 -1.426 1.236 -0.493
C 5.079 -0.514 1.868 -0.257
H 7.246 -3.551 -2.171 0.198
H 5.493 -3.327 -2.074 0.191
H 6.563 -1.958 -2.529 0.192
H 4.059 -0.901 1.848 0.192
H 5.129 0.468 1.393 0.193
H 5.390 -0.411 2.908 0.198
```

structure (SMILES) = CCCN[C@H]1CCC(=O)N1.COC(=O)OC.COC(=O)OC
gap between HOMO and LUMO = 9.6 eV

---

Record 6
A 4-piece molecular cluster, C22H51BBrO9S overall in a non-equilibrium geometry, computed with ωB97M-V with the def2-TZVPD basis set.

Geometry as XYZ:
```
85
Properties=species:S:1:pos:R:3:mulliken_charge:R:1
C -3.666 -2.195 -4.840 -0.891
C -4.525 -1.656 -3.691 -0.336
O -3.981 -1.922 -2.427 -0.308
C -2.988 -0.951 -2.099 -0.929
C -2.183 -1.335 -0.879 -0.418
B -1.057 -2.523 -1.031 0.579
S -0.047 -2.377 -2.702 -0.432
C 0.067 -2.250 0.158 -0.299
C 1.221 -3.242 0.178 -0.991
C 2.581 -2.617 0.058 0.642
O 2.820 -1.487 0.087 -0.405
O 3.599 -3.503 -0.058 -0.544
C -1.639 -4.072 -0.946 -0.291
Br -2.125 -4.824 -2.744 -0.215
C -2.853 -4.226 -0.041 -0.365
C -3.160 -5.716 0.206 -1.342
H -3.878 -1.695 -5.777 0.358
H -3.860 -3.256 -4.959 0.204
H -2.619 -2.084 -4.591 0.214
H -4.705 -0.587 -3.841 0.340
H -5.478 -2.174 -3.729 0.324
H -3.544 -0.029 -1.852 0.363
H -2.370 -0.686 -2.948 0.407
H -2.900 -1.500 -0.069 0.383
H -1.631 -0.432 -0.608 -0.100
H 0.484 -1.139 -2.593 -0.082
H 0.447 -1.259 -0.053 -0.494
H -0.439 -2.167 1.123 0.553
H 1.127 -3.976 -0.618 0.481
H 1.199 -3.769 1.133 0.241
H 3.204 -4.372 -0.216 0.349
H -0.894 -4.773 -0.595 0.550
H -3.714 -3.728 -0.466 0.143
H -2.592 -3.828 0.936 0.258
H -2.237 -6.285 0.245 0.318
H -3.651 -5.869 1.165 0.391
H -3.731 -6.134 -0.614 0.340
C 4.439 0.197 -1.697 -0.650
O 5.730 0.675 -2.074 -0.427
C 6.090 0.322 -3.395 -0.486
C 5.892 1.477 -4.356 -0.483
O 4.522 1.818 -4.495 -0.388
C 4.143 2.941 -3.719 -0.706
H 4.137 0.717 -0.791 0.164
H 3.693 0.384 -2.474 0.309
H 4.483 -0.870 -1.484 0.351
H 5.529 -0.556 -3.729 0.298
H 7.154 0.057 -3.382 0.406
H 6.249 1.176 -5.347 0.381
H 6.477 2.345 -4.035 0.296
H 4.497 3.865 -4.193 0.353
H 4.534 2.883 -2.701 0.313
H 3.055 2.965 -3.676 0.229
C 0.533 4.956 -0.292 -0.664
O 1.368 4.561 0.780 -0.428
C 0.663 3.892 1.818 -0.462
C 0.826 2.389 1.733 -0.281
O 0.217 1.864 0.570 -0.279
C 1.142 1.588 -0.474 -0.663
H 1.173 5.217 -1.135 0.261
H -0.140 4.153 -0.600 0.241
H -0.055 5.838 -0.012 0.327
H -0.398 4.164 1.800 0.331
H 1.083 4.241 2.768 0.305
H 0.319 1.934 2.590 0.066
H 1.883 2.108 1.780 0.351
H 1.683 0.664 -0.249 -0.093
H 1.853 2.406 -0.621 0.667
H 0.576 1.447 -1.394 0.345
C -0.194 2.440 6.014 -0.671
O -1.207 3.125 5.297 -0.371
C -1.893 2.292 4.370 -0.100
C -3.231 1.834 4.910 -0.774
O -3.082 0.979 6.037 -0.368
C -3.289 1.643 7.269 -0.718
H 0.095 3.063 6.860 0.251
H -0.544 1.476 6.390 0.330
H 0.684 2.285 5.377 0.274
H -1.276 1.433 4.094 0.342
H -2.064 2.888 3.469 0.186
H -3.741 1.256 4.134 0.401
H -3.860 2.694 5.159 0.373
H -4.360 1.803 7.438 0.316
H -2.770 2.604 7.307 0.312
H -2.902 1.004 8.062 0.238
```

net charge = -1
gap between HOMO and LUMO = 7.0 eV

---

Record 7
A 3-piece molecular cluster, C2H6NO3P overall in a non-equilibrium geometry, computed with ωB97M-V with the def2-TZVPD basis set.

Geometry as XYZ:
```
13
Properties=species:S:1:pos:R:3:nbo_charge:R:1
C -0.906 0.424 1.169 -0.463
C 0.410 -1.091 0.011 -0.074
N 0.337 0.003 0.656 -0.407
O 1.433 -0.759 -2.754 -1.140
O 2.415 1.463 -1.714 -1.113
O 0.117 1.482 -2.970 -1.134
P 1.326 0.733 -2.399 2.391
H -1.179 1.295 0.404 0.188
H -1.634 -0.367 0.966 0.170
H -0.874 0.876 2.203 0.229
H -0.401 -1.763 -0.448 0.136
H 1.404 -1.440 -0.237 0.178
H -2.448 -0.855 5.112 -0.961
```

net charge = -2
gap between HOMO and LUMO (alpha / beta) = 4.5 / 4.5 eV

---

Record 8
A 5-piece molecular cluster, C6H25N2O4 overall in a non-equilibrium geometry, computed with ωB97M-V with the def2-TZVPD basis set.

Geometry as XYZ:
```
37
Properties=species:S:1:pos:R:3:nbo_charge:R:1
N 1.227 1.399 -1.632 -0.690
C -0.118 0.656 -1.994 -0.238
C -0.901 0.025 -0.585 -0.207
N 0.231 -0.431 0.175 -0.514
C 0.675 -1.771 -0.225 -0.236
C 2.111 -1.692 -0.803 -0.675
C 0.110 -0.032 1.672 -0.201
C -1.036 -0.461 2.552 -0.648
H 1.675 1.049 -0.861 0.447
H 1.820 1.434 -2.490 0.434
H 1.073 2.412 -1.466 0.463
H -0.783 1.457 -2.274 0.224
H 0.015 -0.144 -2.760 0.237
H -1.442 0.810 -0.093 0.196
H -1.735 -0.701 -0.798 0.229
H 0.770 -2.322 0.768 0.205
H 0.032 -2.434 -0.888 0.218
H 2.622 -2.697 -0.501 0.239
H 2.970 -1.032 -0.773 0.234
H 1.837 -1.768 -1.917 0.193
H 1.016 -0.336 2.102 0.198
H 0.057 1.055 1.568 0.193
H -0.995 0.086 3.552 0.243
H -1.970 -0.329 2.033 0.198
H -0.829 -1.552 2.887 0.221
H -3.869 -0.905 1.262 0.468
H -2.589 -1.327 0.474 0.465
O -3.545 -1.305 0.569 -0.924
H -0.583 3.196 0.448 0.473
H 0.742 3.853 0.647 0.489
O 0.258 3.176 0.264 -0.947
H -2.513 -2.775 -1.896 0.480
H -1.556 -2.460 -2.975 0.459
O -2.216 -2.133 -2.505 -0.928
H 1.851 3.193 2.273 0.484
H 2.978 2.018 2.227 0.492
O 2.610 2.789 1.961 -0.974
```

net charge = +1
gap between HOMO and LUMO = 9.2 eV

---

Calculated total energy readings, ordered: -129034.414; -14081.247; -179202.531; -10804.459; -31213.711; -123621.904; -19091.110; -17787.313 eV